(1)
83
Properties=species:S:1:pos:R:3:lowdin_charge:R:1 method="wB97M-V/def2-TZVPD" charge=0 lumo_energy_ev="0.12 / 0.12" spin_multiplicity=2 total_energy_ev=-94313.755
O 0.22 0.10 -2.03 -0.33
C -0.74 0.35 -3.02 -0.34
C -0.45 1.64 -3.75 -0.18
C 0.41 2.59 -3.21 -0.06
H 0.91 2.36 -2.28 0.03
C 0.65 3.80 -3.87 -0.08
H 1.31 4.53 -3.43 0.10
C 0.03 4.06 -5.08 -0.10
H 0.20 5.00 -5.59 0.09
C -0.82 3.11 -5.63 -0.09
H -1.30 3.30 -6.58 0.10
C -1.06 1.91 -4.97 -0.04
H -1.72 1.18 -5.40 0.12
H -0.72 -0.45 -3.77 0.14
C -2.55 -1.08 -2.04 -0.14
C -2.11 0.31 -2.36 -0.41
H -3.63 -1.20 -1.99 0.08
H -2.12 -1.40 -1.09 0.00
H -2.17 -1.78 -2.79 0.08
C -2.79 1.42 -2.08 -0.26
C -4.11 1.54 -1.39 -0.18
H -2.35 2.37 -2.39 0.12
H -4.87 2.01 -2.01 0.07
H -4.02 2.13 -0.48 0.06
H -4.48 0.56 -1.09 0.05
Ti 0.03 0.04 -0.16 0.42
Cl 0.62 2.25 0.24 0.18
Cl -2.24 0.49 -0.04 0.53
H 4.65 1.40 -2.93 0.09
H 4.98 1.73 -0.25 0.10
C 3.60 1.40 -2.63 -0.03
C 3.91 1.59 -0.19 -0.04
N 3.46 0.80 -1.32 -0.15
H 3.02 0.85 -3.36 0.10
C 2.75 -0.31 -1.15 -0.29
O 2.06 -0.58 -0.16 -0.14
H 3.64 1.09 0.73 0.06
H 2.83 -1.02 -1.99 0.15
H 3.25 2.43 -2.60 0.09
H 3.41 2.56 -0.21 0.07
H -0.57 -5.31 0.45 0.10
H 1.33 -5.70 -1.49 0.10
C -1.00 -4.73 -0.37 -0.02
C 0.80 -4.93 -2.05 -0.03
N 0.03 -4.09 -1.15 -0.16
H -1.67 -3.97 0.04 0.09
C 0.21 -2.77 -1.11 -0.26
O -0.36 -2.03 -0.29 -0.15
H 1.52 -4.31 -2.57 0.09
H 0.89 -2.36 -1.86 0.14
H -1.60 -5.39 -1.00 0.10
H 0.15 -5.41 -2.77 0.10
C 0.95 -2.61 2.53 -0.13
C -0.24 -1.79 3.08 -0.51
C -0.33 -2.09 4.58 -0.12
P -0.19 -0.01 2.45 1.02
C -1.88 0.74 2.88 -0.56
C -2.33 0.68 4.35 -0.14
C -1.91 2.25 2.50 -0.18
C 1.33 0.83 3.16 -0.54
C 1.13 1.29 4.61 -0.13
C 2.65 0.06 3.09 -0.13
H 1.89 -2.43 3.07 0.06
H 1.15 -2.41 1.47 0.04
H 0.75 -3.69 2.64 0.08
H -1.14 -2.22 2.59 0.11
H 0.54 -1.69 5.13 0.07
H -1.25 -1.76 5.06 0.05
H -0.34 -3.19 4.72 0.08
H -2.68 0.19 2.36 0.06
H -1.63 1.16 5.05 0.07
H -3.30 1.22 4.46 0.08
H -2.59 -0.33 4.66 0.05
H -1.70 2.45 1.44 -0.02
H -2.91 2.68 2.70 0.08
H -1.16 2.82 3.09 0.07
H 1.47 1.77 2.59 0.05
H 0.94 0.45 5.30 0.07
H 2.03 1.83 4.97 0.08
H 0.30 2.02 4.68 0.06
H 2.82 -0.39 2.10 0.05
H 3.49 0.76 3.31 0.09
H 2.70 -0.71 3.87 0.07



(2)
90
Properties=species:S:1:pos:R:3:lowdin_charge:R:1 method="wB97M-V/def2-TZVPD" charge=+1 lumo_energy_ev=-2.82 spin_multiplicity=1 total_energy_ev=-62510.419
C 1.95 0.68 -0.93 0.04
C 2.17 0.45 -2.22 -0.13
C 1.14 0.19 -3.30 -0.12
N 0.46 -1.14 -3.45 -0.02
C 1.27 -2.29 -3.10 -0.13
O 2.42 -2.20 -3.92 0.08
C 3.47 -2.96 -3.54 -0.71
F 3.10 -4.23 -3.32 0.17
F 4.38 -2.93 -4.49 0.20
F 4.02 -2.51 -2.40 0.16
C -0.79 -1.11 -2.84 -0.29
N -1.02 -0.66 -1.57 0.22
N -1.83 -1.51 -3.52 -0.04
O -1.65 -1.94 -4.81 0.09
C -3.21 -1.58 -3.03 -0.02
C -3.41 -2.51 -1.79 -0.33
C -3.69 -1.76 -0.50 -0.03
F -2.30 -3.34 -1.67 -0.01
H 2.57 1.40 -0.39 0.05
H 1.23 0.16 -0.30 0.05
H 3.19 0.54 -2.58 0.11
H 0.35 0.93 -3.18 0.13
H 1.60 0.39 -4.26 0.13
H 1.55 -2.32 -2.04 0.15
H 0.71 -3.20 -3.34 0.15
H -0.31 -0.97 -0.93 0.11
H -1.16 0.35 -1.48 0.11
H -1.73 -1.16 -5.38 0.15
H -3.60 -0.58 -2.85 0.13
H -3.76 -2.00 -3.86 0.13
H -4.27 -3.13 -2.00 0.13
H -4.08 -0.76 -0.70 0.09
H -4.38 -2.32 0.12 0.06
H -2.77 -1.61 0.05 0.07
O -1.24 2.07 -0.13 0.06
C -0.92 2.10 1.04 -0.51
O -1.24 1.02 1.78 -0.01
C -0.80 0.87 3.15 -0.22
C -1.71 1.58 4.12 -0.05
C -0.27 3.28 1.70 0.04
H 0.23 1.19 3.26 0.10
H -0.83 -0.21 3.32 0.12
H -1.71 2.66 3.96 0.08
H -1.38 1.39 5.14 0.09
H -2.74 1.22 4.01 0.08
H -1.04 4.02 1.94 0.11
H 0.43 3.73 1.01 0.08
H 0.28 3.03 2.60 0.04
O 2.82 3.91 -0.03 0.08
C 2.72 4.95 -0.63 -0.52
O 2.18 4.92 -1.86 0.00
C 1.89 6.11 -2.61 -0.23
C 3.10 6.63 -3.35 -0.06
C 3.25 6.24 -0.06 0.02
H 1.45 6.87 -1.95 0.11
H 1.11 5.81 -3.31 0.12
H 3.90 6.93 -2.67 0.07
H 2.82 7.50 -3.95 0.09
H 3.49 5.86 -4.02 0.08
H 4.32 6.28 -0.25 0.10
H 3.09 6.22 1.01 0.09
H 2.79 7.13 -0.47 0.07
O 1.79 3.06 4.22 0.08
C 2.84 2.46 4.15 -0.52
O 3.59 2.63 3.05 0.00
C 4.90 2.09 2.90 -0.22
C 4.88 0.65 2.43 -0.06
C 3.26 1.47 5.20 0.02
H 5.47 2.21 3.83 0.12
H 5.37 2.72 2.16 0.12
H 4.39 -0.01 3.15 0.07
H 5.89 0.29 2.27 0.09
H 4.33 0.58 1.49 0.07
H 2.75 0.53 5.02 0.10
H 2.93 1.85 6.17 0.09
H 4.33 1.28 5.25 0.07
O -5.63 -4.11 -0.14 0.08
C -5.56 -5.00 0.67 -0.51
O -4.39 -5.67 0.76 0.01
C -4.14 -6.66 1.77 -0.23
C -4.68 -8.02 1.39 -0.06
C -6.74 -5.41 1.51 0.02
H -4.52 -6.32 2.74 0.11
H -3.06 -6.69 1.85 0.12
H -5.76 -8.01 1.28 0.07
H -4.42 -8.75 2.15 0.09
H -4.25 -8.33 0.44 0.09
H -7.37 -6.07 0.91 0.10
H -7.31 -4.52 1.75 0.09
H -6.48 -5.92 2.43 0.07



(3)
17
Properties=species:S:1:pos:R:3:nbo_charge:R:1 method="wB97M-V/def2-TZVPD" de_lowest_kcal_mol=28.0 smiles=CCNCCS charge=0 lumo_energy_ev=0.88 spin_multiplicity=1 total_energy_ev=-16650.577
C -1.25 -1.01 1.45 -0.21
N -0.74 0.38 1.10 -0.66
C -0.30 0.72 -0.29 -0.24
C 1.17 0.33 -0.50 -0.48
S 1.47 0.47 -2.39 -0.09
C -1.75 -1.04 2.87 -0.62
H -0.43 -1.73 1.22 0.17
H -2.06 -1.29 0.69 0.19
H -0.05 0.82 1.64 0.35
H -0.88 0.11 -1.02 0.19
H -0.60 1.73 -0.45 0.21
H 1.29 -0.69 -0.21 0.21
H 1.90 0.91 0.13 0.21
H 0.98 -0.84 -2.40 0.13
H -2.55 -0.37 3.09 0.22
H -0.97 -0.75 3.63 0.21
H -2.12 -2.06 3.02 0.21